[1]
{
  "formula": "C4H7OS2",
  "method": "ωB97M-V with the def2-TZVPD basis set",
  "symbols": ["H", "H", "H", "H", "C", "C", "H", "O", "C", "H", "C", "H", "S", "S"],
  "coordinates": [[1.515459, -1.880817, 0.095142], [0.244309, -2.725038, -0.827743], [-0.218282, 2.435554, -0.456286], [0.310109, 1.666394, 1.087481], [0.682072, 2.048525, 0.179354], [-1.317553, -0.088025, 0.556363], [-0.484632, -0.385355, -1.727592], [-1.233055, -0.448329, 1.719176], [0.493875, -1.911657, -0.153584], [-0.083496, -2.125782, 0.751393], [-0.041200, -0.542844, -0.638200], [1.404400, 2.830645, 0.344214], [1.404612, 0.655433, -0.711652], [-2.676616, 0.471291, -0.218071]],
  "forces_ev_per_angstrom": [[1.310, -0.083, 0.119], [0.270, -0.097, -0.376], [1.602, -0.456, 1.314], [-0.433, -0.168, 1.208], [-1.679, 0.607, -2.429], [0.975, -1.530, -1.318], [0.552, -1.049, 2.582], [1.107, 0.254, -0.387], [-2.294, 0.343, -0.467], [0.337, -0.014, 0.151], [-0.829, 1.392, -0.069], [0.314, 0.216, -0.046], [-0.305, -0.308, 0.395], [-0.927, 0.893, -0.679]],
  "nbo_charge": [0.2059, 0.1948, 0.2274, 0.2237, -0.7453, 0.3264, 0.2353, -0.6790, -0.6597, 0.2381, -0.4241, 0.2051, 0.0912, -0.4397],
  "e_above_lowest_kcal_mol": 20.8,
  "total_charge": -1,
  "orbital_gap_ev": 6.867,
  "smiles": "CS[C@@H](C)C([O-])=S",
  "total_energy_ev": -27980.0283
}

---

[2]
{
  "formula": "C5H8O2",
  "method": "ωB97M-V with the def2-TZVPD basis set",
  "symbols": ["H", "H", "C", "H", "H", "C", "O", "C", "C", "H", "H", "H", "C", "H", "O"],
  "coordinates": [[-1.982462, 1.982038, -0.892770], [-0.742117, 1.585621, 1.103663], [-0.905433, 2.178199, -1.059686], [1.343319, -2.234561, 0.952110], [0.596635, 2.570263, 0.399966], [-0.248401, -1.611813, -0.426809], [1.217945, -0.198491, 0.680259], [-0.174773, 1.819414, 0.191430], [0.580717, -1.457806, 0.845510], [0.318430, -2.071043, -1.246876], [1.206274, 0.766230, -1.114259], [-1.184852, -2.154423, -0.276545], [0.513380, 0.531791, -0.295641], [-0.052670, -1.442755, 1.741061], [-0.561832, -0.271770, -0.733178]],
  "forces_ev_per_angstrom": [[0.134, 0.075, 0.011], [0.044, 0.038, -0.175], [-0.106, 0.097, 0.327], [-0.078, 0.159, 0.008], [0.028, -0.153, -0.063], [0.071, -0.270, 0.030], [-0.034, 0.127, 0.065], [-0.050, 0.104, -0.027], [-0.131, -0.261, 0.072], [0.008, 0.000, 0.137], [-0.127, -0.078, 0.051], [0.172, 0.030, -0.023], [0.069, 0.136, -0.209], [0.047, -0.025, -0.114], [-0.047, 0.020, -0.091]],
  "nbo_charge": [0.0944, 0.1952, 0.0110, 0.1955, 0.2457, -0.0951, -0.5213, -0.6128, -0.0963, 0.1725, 0.1671, 0.2004, 0.3993, 0.1731, -0.5289],
  "e_above_lowest_kcal_mol": 116.6,
  "orbital_gap_ev": 8.519,
  "total_energy_ev": -9404.7754
}